{
  "formula": "C28H33BN7O5PbS8",
  "method": "ωB97M-V with the def2-TZVPD basis set",
  "species": ["Pb", "C", "N", "C", "C", "N", "B", "N", "C", "C", "N", "C", "C", "S", "C", "S", "H", "H", "H", "H", "H", "H", "H", "H", "H", "H", "H", "H", "C", "S", "C", "C", "S", "S", "C", "S", "S", "H", "H", "H", "C", "C", "C", "C", "C", "C", "C", "S", "O", "O", "N", "C", "C", "C", "O", "O", "H", "H", "H", "H", "H", "H", "H", "H", "H", "H", "H", "H", "N", "C", "O", "C", "C", "C", "C", "N", "C", "H", "H", "H", "H", "H", "H"],
  "xyz": [[-1.623274, -0.289264, -0.567144], [-1.808088, 0.347196, -5.249834], [-0.511456, -0.007064, -4.720925], [0.684894, 0.537664, -5.133556], [1.653174, -0.103768, -4.446651], [1.063743, -1.045269, -3.632139], [1.978128, -2.155566, -2.986940], [1.330210, -2.917262, -1.795097], [1.218868, -4.289934, -1.773800], [0.899771, -4.679592, -0.520069], [0.814026, -3.527920, 0.230604], [0.634936, -3.447005, 1.665798], [1.076777, -2.467940, -0.560253], [1.050365, -0.843508, 0.001532], [-0.266076, -0.971110, -3.792440], [-1.484022, -1.876407, -2.986942], [-1.947092, 1.426658, -5.200505], [-2.565582, -0.151586, -4.650166], [-1.895443, 0.018837, -6.286111], [0.732947, 1.342305, -5.844393], [2.720001, 0.023617, -4.462766], [2.192672, -2.987697, -3.838774], [2.986617, -1.601680, -2.620872], [1.355209, -4.867504, -2.667859], [0.689766, -5.649833, -0.104906], [0.391203, -4.439050, 2.036896], [-0.166731, -2.751441, 1.908793], [1.554608, -3.091213, 2.130479], [-4.294932, -1.195732, 3.235204], [-2.761490, -2.065085, 3.643501], [-2.717832, -3.430529, 2.544479], [-2.900661, -3.453040, 1.207008], [-3.488183, -2.180003, 0.185106], [-2.538539, -4.992649, 0.450423], [-2.010999, -5.851730, 1.842740], [-1.390981, -7.385057, 1.819367], [-2.214510, -4.932550, 3.286485], [-4.592422, -0.691020, 4.152958], [-5.059230, -1.913226, 2.946525], [-4.116424, -0.470719, 2.445218], [1.115591, -2.074887, 4.941097], [1.160668, -0.726915, 4.277882], [2.242597, -0.341730, 3.497174], [2.288671, 0.914880, 2.910946], [1.249546, 1.803112, 3.127279], [0.145125, 1.433379, 3.887337], [0.105307, 0.169290, 4.444332], [1.388778, 3.457756, 2.512449], [1.647686, 4.318058, 3.629065], [2.319330, 3.421152, 1.407559], [-0.055204, 3.863475, 1.905659], [-0.426917, 3.287164, 0.616507], [-1.937855, 3.153393, 0.539552], [-2.401540, 2.253725, 1.698418], [-2.535553, 2.802015, 2.806366], [-2.522992, 1.025580, 1.443939], [1.954633, -2.698087, 4.632422], [0.188245, -2.595982, 4.698869], [1.157684, -1.971591, 6.026892], [3.058647, -1.035000, 3.333025], [3.126877, 1.209440, 2.295225], [-0.695078, 2.104971, 4.023351], [-0.763571, -0.127557, 5.018641], [-0.822373, 3.785920, 2.580151], [0.031209, 2.298019, 0.487950], [-0.048731, 3.928982, -0.182558], [-2.185343, 2.702209, -0.422778], [-2.417509, 4.130559, 0.607711], [3.592997, 3.068061, -1.359844], [3.078197, 3.384226, -2.570553], [3.747036, 3.754333, -3.519710], [1.593167, 3.217467, -2.691958], [0.855832, 4.158447, -3.392920], [-0.513429, 3.985117, -3.502653], [-1.083325, 2.862528, -2.922093], [-0.380977, 1.935077, -2.278983], [0.932794, 2.114401, -2.163047], [4.574242, 3.253609, -1.231075], [3.011741, 3.054584, -0.531833], [1.359015, 5.007946, -3.836629], [-1.132894, 4.706011, -4.018785], [-2.155059, 2.698945, -2.974316], [1.478787, 1.334595, -1.641035]],
  "forces_ev_per_angstrom": [[-0.18, 0.16, 0.02], [-0.02, 0.02, 0.04], [0.00, -0.03, -0.04], [0.07, 0.02, 0.01], [-0.02, 0.03, -0.07], [0.00, 0.00, 0.05], [-0.08, 0.02, -0.01], [0.21, -0.01, 0.06], [-0.09, -0.03, 0.00], [-0.03, -0.03, -0.06], [0.04, 0.00, 0.03], [-0.05, -0.03, 0.03], [-0.08, 0.07, -0.08], [-0.01, 0.06, 0.04], [-0.08, -0.05, 0.06], [0.01, -0.13, -0.07], [0.00, 0.02, 0.00], [0.01, 0.01, 0.00], [-0.01, 0.00, 0.00], [0.00, 0.02, -0.02], [0.04, 0.01, -0.01], [0.02, -0.01, -0.01], [0.00, 0.02, 0.01], [0.03, -0.02, -0.02], [0.01, -0.02, 0.04], [0.01, -0.02, 0.01], [0.00, 0.01, 0.01], [-0.02, 0.00, 0.02], [-0.02, 0.02, -0.02], [0.01, 0.00, 0.00], [-0.01, -0.02, 0.07], [-0.04, 0.08, 0.01], [0.09, -0.12, -0.13], [0.00, -0.01, 0.00], [-0.04, -0.07, 0.04], [0.02, 0.03, -0.04], [0.06, 0.03, -0.02], [-0.01, 0.02, 0.01], [0.01, 0.00, 0.01], [0.02, -0.03, 0.06], [0.01, 0.00, -0.04], [0.00, 0.04, -0.01], [-0.02, 0.01, -0.01], [0.05, 0.01, 0.05], [0.06, -0.03, -0.03], [-0.06, 0.02, 0.01], [0.01, 0.03, 0.02], [0.04, -0.04, 0.13], [-0.01, -0.02, 0.01], [0.02, 0.05, -0.09], [0.02, 0.11, 0.00], [0.08, -0.01, -0.18], [-0.15, -0.13, -0.04], [0.05, 0.21, -0.15], [-0.03, 0.07, 0.07], [-0.03, -0.34, 0.02], [0.00, -0.01, -0.01], [-0.04, -0.03, 0.00], [-0.02, -0.01, 0.01], [0.02, -0.01, -0.01], [0.01, 0.00, -0.02], [0.03, -0.05, -0.01], [0.01, 0.00, 0.00], [0.02, 0.10, 0.10], [-0.02, -0.02, 0.00], [0.01, -0.04, 0.00], [-0.07, 0.04, 0.07], [0.05, 0.03, 0.05], [-0.01, 0.07, -0.03], [0.00, -0.10, 0.10], [0.04, 0.07, -0.06], [-0.03, 0.01, -0.01], [0.02, -0.02, -0.02], [-0.02, -0.01, 0.00], [0.01, 0.02, -0.04], [0.06, -0.03, 0.04], [0.03, 0.04, -0.03], [-0.01, -0.02, 0.01], [-0.01, -0.03, 0.08], [0.01, 0.00, 0.00], [0.00, 0.00, 0.00], [-0.03, 0.00, 0.00], [0.01, -0.01, 0.01]],
  "mulliken_charge": [1.023, -0.976, 0.345, -0.558, -0.930, 0.567, 0.482, 0.386, -0.866, -0.419, 0.617, -1.117, -1.243, 0.056, -0.149, -0.485, 0.334, 0.302, 0.324, 0.502, 0.533, -0.224, -0.203, 0.522, 0.494, 0.308, 0.154, 0.563, -0.850, 0.201, -0.228, 0.135, -0.356, -0.045, -0.016, -0.222, -0.108, 0.416, 0.375, 0.054, -1.550, 0.814, -0.430, -0.609, 0.392, -0.644, -0.568, 1.155, -0.770, -0.732, -0.343, 0.568, -0.554, 0.330, -0.815, -0.365, 0.352, 0.177, 0.465, 0.306, 0.411, 0.476, 0.421, 0.499, -0.459, 0.290, -0.135, 0.404, -0.169, -0.112, -0.682, 0.540, -0.538, -0.963, -0.993, 0.968, -0.494, 0.254, 0.251, 0.496, 0.453, 0.575, 0.631],
  "total_energy_ev": -142853.911,
  "relative_energy_kcal_mol": 5.0,
  "e_homo_ev": -4.993,
  "homo_lumo_gap_ev": 6.98,
  "charge": -1
}